# 1
Density functional theory data (the ωB97M-V functional and the def2-TZVPD basis) for C24H49CaCl2NNa2O11S as an isolated structure in a non-equilibrium geometry.

Properties
Highest occupied orbital energy   -10.283 eV
DFT total energy   -4146.170707 a.u.
LUMO level   -6.09 eV
Orbital gap   4.19 eV

ORCA input file:
```
! wB97M-V def2-TZVPD RIJCOSX def2/J DEFGRID3
* xyz 2 1
C 0.11 -5.04 -2.91
C 0.23 -4.90 -1.38
C -0.32 -3.59 -0.79
O -1.01 -3.80 0.51
C -0.35 -3.09 1.48
C -0.69 -1.78 1.70
C 0.02 -1.09 2.65
C 1.00 -1.68 3.35
C 1.78 -0.85 4.36
C 3.13 -0.43 3.69
C 3.17 1.01 3.22
O 2.57 1.17 1.93
N 1.29 -2.96 3.15
C 2.33 -3.69 3.93
O 2.86 -4.75 3.21
C 3.86 -4.35 2.28
O 3.25 -4.30 1.01
C 4.14 -4.51 -0.08
C 4.80 -3.19 -0.60
O 4.77 -2.14 0.36
C 0.62 -3.63 2.22
H 1.08 -4.99 -3.40
H -0.55 -4.29 -3.35
H -0.30 -6.02 -3.16
H -0.33 -5.76 -0.94
H 1.31 -4.97 -1.14
H -1.02 -3.17 -1.50
H 0.46 -2.84 -0.60
H -1.49 -1.29 1.14
H -0.21 -0.05 2.84
H 1.23 0.05 4.61
H 2.00 -1.46 5.23
H 3.39 -1.10 2.87
H 3.93 -0.54 4.43
H 2.70 1.70 3.93
H 4.21 1.35 3.14
H 2.35 0.27 1.64
H 1.83 -4.12 4.80
H 3.09 -3.02 4.31
H 4.23 -3.34 2.51
H 4.72 -5.02 2.32
H 3.52 -4.88 -0.90
H 4.87 -5.30 0.13
H 4.24 -2.85 -1.47
H 5.84 -3.44 -0.85
H 5.49 -2.29 0.99
H 0.92 -4.66 2.09
O -2.78 -1.81 -3.16
S -2.59 -0.52 -2.55
O -2.88 -0.33 -1.16
O -3.41 0.55 -3.40
C -4.82 0.32 -3.60
C -5.65 0.59 -2.36
C -0.98 0.07 -2.88
H -4.97 -0.69 -3.97
H -5.12 1.01 -4.40
H -5.41 -0.11 -1.56
H -6.71 0.51 -2.58
H -5.45 1.59 -1.98
H -0.77 -0.04 -3.95
H -0.28 -0.52 -2.29
H -0.92 1.11 -2.58
C 1.89 4.49 -2.20
C 0.64 4.16 -3.05
C -0.59 4.59 -2.21
O 0.54 2.86 -3.25
H 1.88 3.94 -1.25
H 2.80 4.22 -2.73
H 1.95 5.57 -1.97
H 0.66 4.84 -3.93
H -0.63 4.04 -1.27
H -1.53 4.41 -2.74
H -0.54 5.69 -1.97
C -6.16 1.87 0.79
O -7.03 1.75 -0.25
H -6.51 2.48 1.67
H -5.84 0.93 1.29
H -5.17 2.35 0.57
Na -8.80 2.93 0.19
Na 0.53 -6.22 0.74
O 0.46 -0.28 -0.35
H -0.01 -0.47 0.46
Cl -2.39 6.87 -0.34
C -1.49 8.09 0.63
C -1.07 9.26 -0.21
Cl 0.18 8.77 -1.38
H -0.63 7.60 1.09
H -2.16 8.41 1.43
H -0.65 10.03 0.42
H -1.91 9.68 -0.76
Ca -0.80 5.06 0.02
*
```

***

# 2
Density functional theory data (the ωB97M-V functional and the def2-TZVPD basis) for a 3-piece molecular cluster, C24H49F5N4O9P overall in a non-equilibrium geometry.

Properties
ΔE to the lowest compared entry with this formula, charge and spin   56.45 kcal/mol
Highest occupied orbital energy   -9.722 eV
DFT total energy   -2680.239285 a.u.
LUMO level   -4.22 eV
Orbital gap   5.50 eV

ORCA input file:
```
! wB97M-V def2-TZVPD RIJCOSX def2/J DEFGRID3
* xyz 1 1
C -4.65 4.25 -2.29
C -4.86 3.10 -3.31
O -4.09 2.79 -4.13
O -6.07 2.39 -3.17
C -5.82 1.07 -2.67
C -7.14 0.41 -2.19
N -7.61 0.84 -0.81
C -6.52 0.66 0.23
C -5.81 -0.75 0.16
O -4.82 -0.66 1.21
C -3.56 -1.17 0.79
C -2.66 0.01 0.28
F -2.45 -0.04 -1.04
F -1.48 0.00 0.93
F -3.23 1.20 0.64
N -8.02 2.22 -0.95
C -9.39 2.40 -1.39
O -9.65 2.57 -2.49
F -10.43 2.44 -0.52
C -7.83 3.05 0.22
O -8.33 2.95 1.25
F -6.92 4.03 0.05
P -8.90 -0.37 -0.36
C -9.75 -0.06 1.24
C -9.96 -0.96 -1.75
H -5.61 4.81 -2.26
H -4.53 3.75 -1.30
H -3.79 4.88 -2.55
H -5.50 0.48 -3.56
H -4.97 1.02 -1.96
H -7.90 0.68 -2.96
H -7.07 -0.69 -2.27
H -5.69 1.38 0.08
H -6.93 0.69 1.26
H -5.24 -0.90 -0.78
H -6.47 -1.59 0.43
H -3.07 -1.56 1.71
H -3.62 -2.02 0.09
H -9.07 0.41 1.98
H -10.72 0.49 1.19
H -10.00 -1.06 1.67
H -10.36 -1.96 -1.47
H -10.84 -0.29 -1.91
H -9.45 -1.07 -2.73
C 1.05 0.88 0.04
O 2.40 0.92 0.44
C 2.64 0.28 1.69
C 3.47 -0.98 1.51
N 2.69 -2.02 0.84
C 3.49 -3.17 0.42
C 4.55 -2.94 -0.65
O 4.02 -2.61 -1.93
C 3.76 -1.23 -2.13
H 0.94 1.49 -0.86
H 0.74 -0.14 -0.21
H 0.40 1.29 0.81
H 1.71 0.07 2.23
H 3.21 0.99 2.30
H 3.79 -1.34 2.48
H 4.35 -0.71 0.92
H 2.25 -1.63 0.02
H 2.79 -3.92 0.04
H 3.97 -3.61 1.30
H 5.08 -3.88 -0.79
H 5.31 -2.21 -0.34
H 4.46 -0.59 -1.58
H 2.73 -0.98 -1.85
H 3.87 -1.02 -3.19
C 10.76 0.35 -0.69
O 11.04 -0.12 0.62
C 10.75 0.84 1.64
C 9.58 0.38 2.49
N 8.33 0.43 1.73
C 7.20 -0.22 2.41
C 7.29 -1.73 2.62
O 7.24 -2.49 1.42
C 8.50 -2.68 0.80
H 11.13 -0.39 -1.40
H 9.68 0.48 -0.84
H 11.27 1.30 -0.88
H 10.57 1.84 1.22
H 11.64 0.90 2.27
H 9.50 1.02 3.37
H 9.79 -0.64 2.82
H 8.46 -0.02 0.84
H 6.32 -0.01 1.80
H 7.04 0.28 3.37
H 6.40 -2.02 3.19
H 8.14 -2.02 3.24
H 9.32 -2.73 1.52
H 8.69 -1.90 0.06
H 8.47 -3.63 0.26
*
```

***

# 3
Density functional theory data (the ωB97M-V functional and the def2-TZVPD basis) for a 6-piece molecular cluster, C24H49N2O9P overall in a non-equilibrium geometry.

Properties
Highest occupied orbital energy   -8.521 eV
DFT total energy   -2071.343845 a.u.
LUMO level   -1.22 eV
Orbital gap   7.30 eV
SMILES   CP(O)N(C(=O)ON=C=O)c1ccccc1.CC(C)O.CC(C)O.CC(C)O.CC(C)O.CC(C)O

ORCA input file:
```
! wB97M-V def2-TZVPD RIJCOSX def2/J DEFGRID3
* xyz 0 1
C 2.51 4.34 -0.37
P 3.36 2.66 0.12
O 4.56 2.43 -1.16
N 2.19 1.33 0.17
C 2.82 -0.04 0.15
O 3.28 -0.51 1.34
O 2.95 -0.94 -1.01
N 4.23 -0.93 -1.45
C 4.09 -0.66 -2.82
O 3.84 -0.57 -4.15
C 1.03 1.48 -0.78
C -0.48 1.05 -0.20
C -1.85 1.15 -1.09
C -1.82 1.69 -2.65
C -0.32 2.09 -3.25
C 1.07 1.98 -2.34
H 3.09 5.28 0.08
H 2.49 4.35 -1.54
H 1.43 4.28 0.11
H 4.11 2.24 -2.04
H -0.53 0.65 0.91
H -2.86 0.83 -0.58
H -2.82 1.80 -3.28
H -0.29 2.48 -4.37
H 2.09 2.30 -2.83
C 2.11 4.79 5.57
C 1.81 3.84 4.42
C 2.94 2.84 4.22
O 1.63 4.59 3.22
H 3.02 5.37 5.37
H 1.30 5.51 5.70
H 2.24 4.24 6.51
H 0.88 3.31 4.62
H 3.88 3.36 3.97
H 2.72 2.17 3.38
H 3.10 2.24 5.11
H 2.45 5.07 3.04
C 1.56 -4.53 1.19
C 0.58 -4.62 0.03
C 1.27 -5.12 -1.23
O 0.02 -3.34 -0.22
H 2.37 -3.82 0.97
H 1.05 -4.15 2.09
H 2.00 -5.50 1.41
H -0.24 -5.29 0.29
H 2.07 -4.44 -1.54
H 0.56 -5.17 -2.07
H 1.70 -6.11 -1.08
H 0.74 -2.73 -0.46
C -6.68 -0.56 -3.69
C -5.73 0.62 -3.88
C -5.35 0.78 -5.35
O -4.55 0.41 -3.11
H -6.21 -1.50 -4.00
H -6.93 -0.67 -2.63
H -7.60 -0.42 -4.26
H -6.20 1.53 -3.52
H -4.83 -0.11 -5.72
H -4.66 1.62 -5.47
H -6.23 0.96 -5.97
H -4.13 -0.41 -3.43
C -2.72 5.96 2.90
C -1.77 7.13 2.70
C -1.39 7.30 1.24
O -0.60 6.92 3.48
H -2.25 5.02 2.58
H -2.98 5.84 3.96
H -3.64 6.10 2.33
H -2.25 8.05 3.07
H -0.88 6.41 0.87
H -0.70 8.14 1.12
H -2.28 7.48 0.62
H -0.17 6.11 3.16
C 0.25 -10.75 -0.22
C 0.85 -9.36 -0.35
C 2.00 -9.16 0.64
O -0.16 -8.38 -0.10
H -0.16 -10.91 0.78
H -0.58 -10.87 -0.93
H 1.00 -11.52 -0.42
H 1.22 -9.20 -1.37
H 1.65 -9.27 1.67
H 2.41 -8.15 0.54
H 2.80 -9.89 0.46
H -0.48 -8.51 0.81
*
```